*w*
65
Properties=species:S:1:pos:R:3 method="wB97M-V/def2-TZVPD" total_charge=0 mol_weight_g_mol=400.57 multiplicity=1
C -4.99 -6.50 1.69
C -5.20 -5.43 0.62
C -6.59 -5.58 0.00
C -5.05 -4.01 1.19
C -3.61 -3.65 1.56
C -2.76 -3.42 0.33
O -3.22 -3.44 -0.80
N -1.43 -3.20 0.54
C -0.77 -3.00 1.80
C -0.34 -1.54 1.95
C 0.60 -1.17 0.80
N 1.14 0.17 0.99
C 0.21 1.27 0.75
C 0.78 2.56 1.32
C 2.15 2.88 0.72
C 2.04 3.32 -0.74
O 1.02 3.29 -1.39
N 3.22 3.73 -1.26
C 3.30 4.33 -2.57
C 4.09 5.61 -2.53
C 4.09 6.49 -3.61
C 4.85 7.64 -3.53
C 5.58 7.88 -2.37
C 5.52 6.95 -1.36
N 4.80 5.84 -1.43
C 3.05 1.65 0.86
C 2.37 0.42 0.27
C -0.13 -1.42 -0.53
C -0.58 -2.88 -0.59
H -3.99 -6.46 2.10
H -5.71 -6.37 2.50
H -5.13 -7.49 1.26
H -4.45 -5.55 -0.17
H -6.71 -6.58 -0.42
H -6.73 -4.86 -0.80
H -7.36 -5.42 0.75
H -5.39 -3.30 0.44
H -5.69 -3.91 2.08
H -3.17 -4.44 2.17
H -3.62 -2.72 2.15
H -1.43 -3.29 2.63
H 0.11 -3.65 1.83
H 0.17 -1.39 2.90
H -1.23 -0.91 1.94
H 1.46 -1.85 0.85
H -0.73 1.05 1.24
H 0.02 1.41 -0.33
H 0.89 2.45 2.40
H 0.09 3.38 1.11
H 2.60 3.72 1.27
H 4.01 3.93 -0.66
H 2.28 4.51 -2.92
H 3.78 3.64 -3.27
H 3.51 6.27 -4.49
H 4.87 8.35 -4.34
H 6.18 8.77 -2.27
H 6.07 7.08 -0.43
H 4.01 1.81 0.37
H 3.23 1.47 1.92
H 3.03 -0.45 0.38
H 2.20 0.58 -0.81
H 0.53 -1.21 -1.37
H -1.00 -0.78 -0.61
H -1.16 -3.07 -1.50
H 0.29 -3.55 -0.57

***

*x*
65
Properties=species:S:1:pos:R:3 method="wB97M-V/def2-TZVPD" total_charge=0 mol_weight_g_mol=400.57 multiplicity=1
C -7.85 1.85 0.57
C -6.67 2.57 -0.07
O -5.97 1.76 -0.99
C -5.13 0.79 -0.54
C -4.56 -0.02 -1.53
C -3.69 -1.03 -1.20
C -3.34 -1.26 0.12
C -2.37 -2.36 0.46
N -1.10 -2.16 -0.20
C -0.18 -3.27 0.00
C 1.05 -3.10 -0.88
N 1.67 -1.82 -0.58
C 2.97 -1.62 -1.22
C 3.65 -0.47 -0.57
C 4.11 -0.45 0.77
C 4.11 -1.58 1.74
N 4.56 0.75 1.08
N 4.41 1.51 -0.01
C 4.84 2.88 0.01
C 6.28 3.03 -0.46
C 3.86 0.82 -1.03
C 3.55 1.44 -2.35
C 0.73 -0.76 -0.89
C -0.47 -0.87 0.05
C -0.02 -0.63 1.51
C 0.18 0.85 1.84
O 1.29 1.45 1.21
C -3.89 -0.46 1.10
C -4.78 0.56 0.78
H -7.51 0.99 1.14
H -8.53 1.50 -0.20
H -8.38 2.53 1.23
H -5.99 2.96 0.70
H -7.03 3.42 -0.66
H -4.84 0.17 -2.56
H -3.25 -1.64 -1.98
H -2.77 -3.32 0.09
H -2.28 -2.46 1.56
H 0.13 -3.37 1.05
H -0.70 -4.19 -0.29
H 0.75 -3.16 -1.94
H 1.76 -3.90 -0.67
H 2.87 -1.46 -2.31
H 3.56 -2.53 -1.07
H 4.30 -1.20 2.74
H 4.89 -2.29 1.48
H 3.15 -2.10 1.70
H 4.76 3.22 1.05
H 4.17 3.47 -0.61
H 6.59 4.07 -0.40
H 6.94 2.43 0.17
H 6.39 2.69 -1.49
H 4.44 1.85 -2.81
H 3.13 0.69 -3.01
H 2.82 2.24 -2.23
H 0.38 -0.83 -1.93
H 1.22 0.20 -0.74
H -1.20 -0.10 -0.22
H 0.92 -1.16 1.68
H -0.78 -1.02 2.19
H 0.27 0.96 2.93
H -0.69 1.43 1.51
H 2.08 0.96 1.46
H -3.63 -0.61 2.14
H -5.18 1.16 1.58

***

Best to worst by energy: *w*, *x*.

***

*w*
19
Properties=species:S:1:pos:R:3 method="wB97M-V/def2-TZVPD" total_charge=+1 mol_weight_g_mol=139.20 multiplicity=1
N -0.08 -0.73 -1.26
C 0.51 0.11 -0.18
C -0.51 0.54 0.91
S -0.20 -0.58 2.30
C 1.11 1.39 -0.82
N 2.01 2.07 -0.12
O 0.73 1.60 -1.96
H -0.98 -0.37 -1.59
H 0.53 -0.69 -2.09
H -0.17 -1.71 -0.98
H 1.36 -0.42 0.22
H -0.13 1.53 1.25
H -1.57 0.56 0.64
H -1.19 -0.23 3.16
H 2.59 2.71 -0.65
H 2.25 1.92 0.84
H -2.59 -2.76 -0.48
H -1.73 -2.67 0.82
O -1.92 -2.24 -0.01

***

*x*
19
Properties=species:S:1:pos:R:3 method="wB97M-V/def2-TZVPD" total_charge=+1 mol_weight_g_mol=139.20 multiplicity=1
N 0.99 -0.13 1.03
C -0.22 0.27 0.24
C -1.02 1.31 0.99
S 0.04 2.78 1.34
C -1.03 -1.02 0.03
N -2.13 -0.96 -0.71
O -0.65 -2.03 0.59
H 0.73 -0.18 2.00
H 1.32 -1.00 0.59
H 1.76 0.52 0.82
H 0.06 0.65 -0.74
H -1.93 1.59 0.47
H -1.44 0.94 1.93
H -0.94 3.67 1.18
H -2.61 -1.82 -0.90
H -2.41 -0.20 -1.29
H 3.86 -1.36 -2.91
H 2.46 -1.81 -2.40
O 3.18 -1.20 -2.24

***

Best to worst by energy: *w*, *x*.

***

*w*
47
Properties=species:S:1:pos:R:3 method="wB97M-V/def2-TZVPD" total_charge=0 mol_weight_g_mol=303.40 multiplicity=1
C -1.16 1.50 -3.98
C -2.31 1.30 -2.99
C -2.29 -0.15 -2.47
C -2.22 2.33 -1.87
O -1.03 2.04 -1.05
C -1.17 1.40 0.14
O -2.23 1.13 0.68
N 0.01 0.91 0.79
C 1.27 1.03 0.19
C 1.52 0.64 -1.15
C 2.78 0.85 -1.69
C 3.83 1.41 -0.97
C 3.62 1.71 0.38
C 2.35 1.53 0.97
C 2.16 1.71 2.41
C 1.01 1.24 3.01
C -0.07 0.58 2.23
O 0.14 -0.81 2.34
C -1.03 -1.66 2.30
C -0.65 -3.13 2.05
C 0.51 -3.56 2.97
C -0.17 -3.27 0.60
H -1.38 2.36 -4.57
H -1.12 0.66 -4.72
H -0.19 1.61 -3.45
H -3.23 1.39 -3.54
H -1.31 -0.46 -2.00
H -3.11 -0.28 -1.71
H -2.46 -0.81 -3.32
H -2.15 3.32 -2.27
H -3.13 2.35 -1.28
H 0.79 0.16 -1.77
H 2.97 0.66 -2.74
H 4.82 1.57 -1.43
H 4.48 2.15 0.88
H 2.96 2.09 3.00
H 0.87 1.25 4.09
H -1.03 0.90 2.67
H -1.78 -1.34 1.58
H -1.54 -1.53 3.27
H -1.50 -3.82 2.21
H 0.73 -4.62 2.80
H 0.23 -3.43 4.01
H 1.42 -3.02 2.72
H -1.03 -3.21 -0.10
H 0.32 -4.23 0.43
H 0.51 -2.47 0.34

***

*x*
47
Properties=species:S:1:pos:R:3 method="wB97M-V/def2-TZVPD" total_charge=0 mol_weight_g_mol=303.40 multiplicity=1
C -5.74 1.80 -1.40
C -4.53 1.86 -0.51
C -4.35 2.92 0.38
C -3.25 2.95 1.21
C -2.28 1.96 1.19
C -1.13 2.00 2.15
C -2.44 0.92 0.27
N -1.51 -0.14 0.18
C -0.17 0.00 -0.06
O 0.37 1.08 -0.15
C 0.53 -1.34 -0.24
C 0.87 -1.52 -1.73
C 2.15 -0.70 -1.90
C 2.93 -0.84 -0.57
C 3.50 0.52 -0.17
C 4.12 -1.78 -0.70
O 5.08 -1.78 0.03
O 4.04 -2.64 -1.73
C 1.91 -1.45 0.46
C 1.92 -0.75 1.82
C 2.18 -2.94 0.72
C -3.56 0.87 -0.55
H -5.90 2.76 -1.88
H -5.63 1.04 -2.16
H -6.62 1.57 -0.80
H -5.09 3.71 0.42
H -3.14 3.77 1.91
H -1.33 2.70 2.95
H -0.95 1.01 2.57
H -0.23 2.31 1.63
H -1.92 -1.05 0.01
H -0.13 -2.13 0.12
H 1.05 -2.57 -1.95
H 0.07 -1.16 -2.38
H 1.88 0.35 -2.03
H 2.73 -1.03 -2.76
H 2.70 1.23 -0.02
H 4.10 0.44 0.73
H 4.14 0.88 -0.97
H 4.83 -3.20 -1.74
H 1.70 0.31 1.74
H 2.89 -0.87 2.30
H 1.16 -1.21 2.46
H 2.17 -3.51 -0.20
H 3.14 -3.07 1.21
H 1.42 -3.34 1.38
H -3.67 0.04 -1.24

***

Best to worst by energy: *x*, *w*.

***

*w*
84
Properties=species:S:1:pos:R:3 method="wB97M-V/def2-TZVPD" total_charge=0 mol_weight_g_mol=580.49 multiplicity=1
C -3.50 -4.89 1.42
N -3.42 -5.30 -0.09
C -2.61 -6.51 -0.07
C -4.88 -5.68 -0.58
C -2.70 -4.29 -0.89
C -3.36 -3.00 -1.02
O -2.63 -2.02 -1.79
H -2.68 -4.39 1.76
H -3.85 -5.74 1.69
H -4.06 -4.22 1.67
H -1.53 -6.12 0.39
H -2.26 -6.78 -1.08
H -3.13 -7.27 0.62
H -5.47 -4.77 -0.56
H -5.59 -6.30 0.14
H -4.90 -6.30 -1.59
H -2.32 -4.58 -1.79
H -1.83 -4.04 -0.33
H -3.62 -2.59 -0.01
H -4.46 -3.03 -1.27
H -1.95 -1.70 -1.10
C 2.13 2.18 1.85
N 2.92 1.71 2.98
C 2.37 0.53 3.51
C 4.29 1.35 2.48
C 2.99 2.90 4.00
C 3.83 2.70 5.21
O 3.36 3.53 6.25
H 1.05 2.65 1.94
H 1.87 1.36 1.24
H 2.76 2.95 1.41
H 2.18 -0.32 2.76
H 1.48 0.80 3.89
H 2.97 0.14 4.52
H 4.40 0.50 1.75
H 5.03 1.10 3.24
H 4.96 1.98 1.84
H 1.87 3.13 4.31
H 3.14 4.00 3.47
H 4.81 3.11 4.73
H 3.90 1.63 5.50
H 2.66 3.26 6.89
Li -0.32 0.38 -0.18
P -0.76 -1.69 1.20
O -0.09 -0.38 1.46
O -0.83 -1.33 -0.34
O -2.05 -1.77 1.83
O 0.19 -2.81 1.23
C 2.92 3.06 -2.05
O 3.55 1.90 -1.51
C 2.71 0.85 -1.13
O 1.51 0.91 -1.06
O 3.55 -0.08 -0.63
C 2.87 -1.27 -0.17
H 3.50 3.27 -3.06
H 2.89 3.90 -1.32
H 1.88 3.03 -2.55
H 3.59 -2.03 0.01
H 2.05 -1.69 -0.93
H 2.07 -1.16 0.80
C -0.69 3.52 -5.77
O -1.00 2.18 -5.34
C -0.09 1.47 -4.71
O 1.03 1.87 -4.62
O -0.48 0.35 -4.29
C 0.29 -0.61 -3.80
H -0.45 4.12 -5.01
H -1.52 3.87 -6.45
H 0.23 3.46 -6.33
H -0.18 -1.42 -3.99
H 0.43 -0.45 -2.64
H 1.20 -0.70 -4.30
C -3.17 1.19 0.08
O -3.02 2.59 0.07
C -1.82 3.04 -0.38
O -0.85 2.42 -0.72
O -1.86 4.46 -0.51
C -0.76 5.24 -0.75
H -4.17 0.92 0.54
H -2.39 0.78 0.78
H -2.79 0.61 -0.73
H -0.84 6.23 -0.12
H -0.45 5.40 -1.72
H -0.13 4.67 -0.14

***

*x*
84
Properties=species:S:1:pos:R:3 method="wB97M-V/def2-TZVPD" total_charge=0 mol_weight_g_mol=580.49 multiplicity=1
C 36.60 14.07 33.36
N 37.43 14.79 34.33
C 37.46 16.27 33.93
C 36.97 14.67 35.76
C 38.85 14.27 34.15
C 39.04 12.72 34.44
O 40.39 12.42 34.56
H 36.24 13.06 33.68
H 36.93 13.88 32.28
H 35.62 14.54 33.38
H 36.45 16.46 33.81
H 37.98 16.22 32.94
H 38.00 17.01 34.64
H 37.61 15.19 36.39
H 36.84 13.61 36.18
H 36.13 15.22 35.72
H 39.67 14.94 34.78
H 39.29 14.62 33.20
H 38.77 12.24 33.42
H 38.73 12.37 35.45
H 40.34 12.79 35.49
C 43.21 10.65 39.79
N 43.60 11.18 38.46
C 44.76 10.29 37.97
C 42.46 10.81 37.47
C 43.88 12.64 38.45
C 44.15 13.31 37.12
O 44.29 14.71 37.37
H 43.31 9.55 39.99
H 42.32 10.93 40.12
H 43.95 10.93 40.37
H 44.54 9.23 38.32
H 45.71 10.51 38.63
H 44.99 10.48 36.94
H 42.56 11.18 36.47
H 41.65 11.59 37.82
H 41.84 9.94 37.61
H 44.78 12.91 39.04
H 43.18 13.24 39.01
H 43.38 13.25 36.59
H 45.14 12.95 36.60
H 43.29 15.03 37.33
Li 41.10 16.83 36.61
P 40.78 14.67 37.76
O 39.93 15.77 37.44
O 42.08 15.65 37.48
O 40.81 13.60 36.64
O 41.00 14.28 39.21
C 44.14 20.71 42.48
O 43.03 20.36 41.64
C 43.04 19.15 41.21
O 43.86 18.39 41.51
O 42.02 18.84 40.34
C 42.02 17.54 39.82
H 44.09 21.73 42.74
H 45.19 20.32 42.19
H 43.99 20.24 43.49
H 42.09 16.70 40.69
H 42.81 17.30 39.25
H 41.18 17.15 39.16
C 41.55 21.14 36.26
O 40.27 20.83 36.94
C 39.80 19.65 37.07
O 40.32 18.67 36.59
O 38.69 19.56 37.82
C 38.27 18.27 38.29
H 42.24 20.41 36.50
H 41.91 22.12 36.56
H 41.26 21.62 35.28
H 37.17 18.28 38.60
H 38.84 17.83 39.21
H 38.10 17.65 37.39
C 43.44 16.04 34.82
O 43.70 16.96 33.67
C 42.92 18.10 33.62
O 41.86 18.26 34.18
O 43.44 18.99 32.69
C 42.76 20.17 32.39
H 42.49 15.76 34.62
H 43.45 16.64 35.73
H 44.11 15.08 34.99
H 41.69 20.18 32.69
H 42.76 20.54 31.25
H 43.02 21.00 33.09

***

Best to worst by energy: *x*, *w*.

***

*w*
18
Properties=species:S:1:pos:R:3 method="wB97M-V/def2-TZVPD" total_charge=0 mol_weight_g_mol=172.14 multiplicity=1
C 1.81 -1.23 -0.90
S 2.91 -0.39 0.06
O 3.75 -1.10 0.96
O 1.87 0.49 1.19
P 0.69 1.38 0.50
O 0.93 1.72 -0.92
O -0.59 0.41 0.76
C -1.76 0.54 0.02
C -2.85 1.21 0.86
H 2.43 -2.15 -1.28
H 1.53 -0.62 -1.66
H 3.75 0.78 -0.24
H 0.45 2.30 1.40
H -1.40 1.08 -0.90
H -2.05 -0.42 -0.24
H -2.81 0.83 1.82
H -2.84 2.24 0.95
H -3.87 0.79 0.52

***

*x*
18
Properties=species:S:1:pos:R:3 method="wB97M-V/def2-TZVPD" total_charge=0 mol_weight_g_mol=172.14 multiplicity=1
C -3.16 0.64 -0.24
C -1.83 0.14 0.35
C 1.31 -0.70 -0.45
O 1.54 1.97 -0.25
O 3.93 -0.30 -0.93
O 3.17 -0.37 1.33
O -0.75 0.91 -0.13
P 0.76 0.86 0.32
S 3.04 -0.82 0.00
H -3.19 1.62 0.06
H -2.95 0.49 -1.39
H -4.08 0.16 -0.04
H -1.56 -0.85 0.09
H -1.99 0.06 1.36
H 0.71 -1.65 -0.27
H 1.09 -0.65 -1.45
H 0.72 0.61 1.77
H 3.25 -2.12 -0.14

***

Best to worst by energy: *x*, *w*.